1.
The following is a DFT calculation (ωB97M-V with the def2-TZVPD basis set) of 3 unconnected molecules or ions with the total composition C5H17N2O3 at a distorted geometry.

```
27
Properties=species:S:1:pos:R:3
O -0.59 2.35 -0.32
C -0.24 1.18 -0.59
N -0.02 0.78 -1.87
C 0.27 -0.54 -2.35
C -0.83 -1.58 -2.04
C -0.50 0.16 0.47
N -0.15 0.75 1.79
C 1.27 1.03 1.95
H 0.13 1.55 -2.50
H 0.32 -0.55 -3.43
H 1.21 -0.93 -1.92
H -0.72 -2.00 -1.04
H -0.76 -2.35 -2.81
H -1.82 -1.15 -2.18
H -1.53 -0.11 0.34
H 0.06 -0.77 0.47
H -0.62 1.67 1.73
H -0.70 0.22 2.49
H 1.96 0.26 1.62
H 1.55 1.60 2.81
H 1.52 1.79 1.20
H -2.26 -2.51 1.85
H -3.14 -1.55 1.13
O -2.32 -1.56 1.64
H 3.12 -1.53 -0.40
H 3.62 -1.38 1.10
O 2.89 -1.26 0.49
```

Values from the calculation:
charge	0
relative energy (zero: lowest compared OMol25 entry of this formula, charge and spin)	0.667	eV
multiplicity	2

2.
The following is a DFT calculation (ωB97M-V with the def2-TZVPD basis set) of 4 unconnected molecules or ions with the total composition C5H17NO4 at a distorted geometry.

```
27
Properties=species:S:1:pos:R:3
N 1.66 -1.89 -0.34
C 0.65 -1.21 -1.19
C 1.01 0.10 -1.83
C 1.24 1.26 -0.82
C -0.10 1.67 -0.16
C -1.10 2.09 -1.18
O -2.29 1.97 -1.03
H 2.22 -2.47 -0.94
H 2.25 -1.15 0.01
H -0.24 -1.05 -0.54
H 0.19 -1.97 -1.82
H 0.38 0.27 -2.71
H 2.02 0.04 -2.26
H 1.55 2.12 -1.42
H 1.97 0.96 -0.08
H -0.44 0.85 0.47
H 0.08 2.47 0.56
H -0.76 2.57 -2.11
O -1.00 -2.01 1.92
H -1.77 -1.47 1.64
H -0.41 -2.04 1.14
O -2.81 -0.13 0.91
H -2.47 0.61 0.37
H -3.10 0.32 1.72
O 0.49 -0.32 3.48
H 1.12 -0.79 2.94
H -0.34 -0.78 3.27
```

Values from the calculation:
structure (SMILES)	NCCCCC=O.O.O.O
charge	0
relative energy (zero: lowest compared OMol25 entry of this formula, charge and spin)	0.900	eV

3.
The following is a DFT calculation (ωB97M-V with the def2-TZVPD basis set) of 3 unconnected molecules or ions with the total composition C5H17NO4 at a distorted geometry.

```
27
Properties=species:S:1:pos:R:3
C -1.65 -0.32 -0.71
C -0.15 -0.01 -0.79
N 0.69 -0.70 0.18
C 0.54 -2.11 0.44
O -0.47 -2.40 1.42
C 0.16 1.46 -0.60
C -0.39 2.39 -1.66
O -0.38 1.77 0.73
H -1.80 -1.22 -0.12
H -2.06 -0.54 -1.70
H -2.28 0.43 -0.24
H 0.18 -0.33 -1.77
H 0.63 -0.28 1.10
H 0.30 -2.67 -0.47
H 1.46 -2.45 0.92
H -0.54 -1.61 1.99
H 1.22 1.67 -0.44
H 0.27 2.32 -2.53
H -0.37 3.43 -1.34
H -1.40 2.12 -1.95
H -0.22 2.70 0.93
O -1.07 -0.08 2.76
H -1.96 -0.30 2.43
H -0.79 0.73 2.33
O 2.74 -0.17 -2.04
H 3.23 0.66 -2.08
H 2.42 -0.30 -1.13
```

Values from the calculation:
structure (SMILES)	C[C@H](NCO)[C@@H](C)O.O.O
charge	0
relative energy (zero: lowest compared OMol25 entry of this formula, charge and spin)	0.755	eV

4.
The following is a DFT calculation (ωB97M-V with the def2-TZVPD basis set) of 3 unconnected molecules or ions with the total composition C5H17NO4 at a distorted geometry.

```
27
Properties=species:S:1:pos:R:3
C -2.14 0.83 0.24
C -0.90 0.96 -0.63
O -1.14 1.96 -1.61
C 0.38 1.25 0.12
C 0.80 0.70 1.48
N 1.35 -0.66 1.39
C 0.48 -1.68 1.97
O -0.66 -1.97 1.21
H -2.34 1.85 0.59
H -2.02 0.21 1.13
H -3.01 0.42 -0.27
H -0.81 0.10 -1.30
H -0.84 2.87 -1.52
H 1.29 1.22 -0.49
H 0.41 2.35 0.18
H 0.05 0.84 2.26
H 1.59 1.36 1.85
H 1.52 -0.92 0.43
H 1.08 -2.56 2.21
H 0.11 -1.28 2.92
H -0.51 -2.37 0.35
O -0.10 -2.65 -1.60
H -0.13 -2.24 -2.47
H -0.92 -3.16 -1.67
O 2.32 1.12 -2.48
H 1.37 0.99 -2.35
H 2.78 0.46 -1.96
```

Values from the calculation:
structure (SMILES)	C[C@@H](O)CCNCO.O.O
charge	0
relative energy (zero: lowest compared OMol25 entry of this formula, charge and spin)	1.684	eV

5.
The following is a DFT calculation (ωB97M-V with the def2-TZVPD basis set) of 4 unconnected molecules or ions with the total composition C5H17NO4S.

```
28
Properties=species:S:1:pos:R:3
C -1.08 2.46 0.19
N 0.05 1.55 0.25
C -0.02 0.22 0.08
O 1.02 -0.46 0.05
C -1.38 -0.42 -0.03
C -2.05 -0.64 1.33
C -1.15 -1.27 2.39
S -0.51 -2.91 1.95
H -1.75 2.33 1.01
H -0.70 3.48 0.25
H -1.61 2.36 -0.73
H 0.99 1.92 0.33
H -1.26 -1.35 -0.55
H -2.01 0.16 -0.70
H -2.44 0.30 1.72
H -2.92 -1.26 1.17
H -0.33 -0.60 2.63
H -1.74 -1.42 3.29
H 0.44 -2.49 1.10
O 1.87 0.76 -2.84
H 1.66 -0.16 -2.64
H 2.39 1.06 -2.06
O -0.71 1.66 -3.20
H -0.77 1.78 -4.15
H 0.23 1.47 -3.01
O 3.24 1.03 -0.38
H 4.01 0.48 -0.58
H 2.58 0.39 -0.04
```

Values from the calculation:
structure (SMILES)	CNC(=O)CCCS.O.O.O
charge	0
relative energy (zero: lowest compared OMol25 entry of this formula, charge and spin)	0.000	eV

6.
The following is a DFT calculation (ωB97M-V with the def2-TZVPD basis set) of 4 unconnected molecules or ions with the total composition C5H17NO5 at a distorted geometry.

```
28
Properties=species:S:1:pos:R:3
C 0.93 0.19 2.03
C 1.17 0.70 0.61
C 2.44 0.03 0.02
C 2.14 -1.34 -0.71
O 1.28 -1.02 -1.77
N -0.08 0.78 -0.15
C -0.10 1.35 -1.42
O -0.73 0.93 -2.37
H 0.81 -0.90 2.08
H 0.00 0.64 2.43
H 1.76 0.47 2.67
H 1.57 1.75 0.70
H 3.17 -0.33 0.83
H 2.95 0.85 -0.50
H 3.03 -1.82 -1.10
H 1.53 -2.02 -0.14
H 1.28 -1.61 -2.53
H -0.55 -0.12 0.07
H 0.49 2.29 -1.44
O -3.01 0.93 1.43
H -3.09 0.94 0.47
H -2.23 1.49 1.54
O -1.99 -1.40 0.27
H -2.35 -0.83 0.97
H -1.99 -2.32 0.52
O -3.15 0.37 -1.46
H -2.98 -0.53 -1.15
H -2.28 0.56 -1.89
```

Values from the calculation:
structure (SMILES)	C[C@@H](CCO)NC=O.O.O.O
charge	0
relative energy (zero: lowest compared OMol25 entry of this formula, charge and spin)	1.342	eV

7.
The following is a DFT calculation (ωB97M-V with the def2-TZVPD basis set) of 4 unconnected molecules or ions with the total composition C5H17NO5 at a distorted geometry.

```
28
Properties=species:S:1:pos:R:3
O 0.73 -1.80 -2.24
C -0.07 -0.96 -1.96
N -0.54 -0.92 -0.61
C -1.62 -0.22 -0.01
C -1.98 1.13 -0.62
C -0.88 2.16 -0.69
O 0.13 1.75 -1.65
C -1.45 -0.23 1.53
H -0.49 -0.17 -2.58
H -0.28 -1.77 -0.10
H -2.49 -0.88 -0.16
H -2.74 1.58 0.03
H -2.50 0.96 -1.57
H -1.29 3.11 -1.02
H -0.35 2.25 0.26
H 1.00 2.03 -1.33
H -1.34 0.76 1.98
H -0.63 -0.86 1.87
H -2.37 -0.59 1.99
H 2.55 -1.66 1.57
H 1.57 -2.76 1.50
O 1.85 -2.06 2.11
H 1.14 0.72 0.86
H 2.09 0.09 1.88
O 1.94 0.89 1.36
H 2.88 -0.08 -0.81
H 2.22 -1.46 -1.08
O 2.88 -1.01 -0.53
```

Values from the calculation:
charge	+1
relative energy (zero: lowest compared OMol25 entry of this formula, charge and spin)	0.684	eV
multiplicity	2

8.
The following is a DFT calculation (ωB97M-V with the def2-TZVPD basis set) of a molecular structure, C5H17O10PPd at a distorted geometry.

```
34
Properties=species:S:1:pos:R:3
Pd -5.35 9.89 9.62
O -4.14 10.41 7.92
H -4.12 9.89 7.12
P -3.46 10.75 11.47
O -2.64 11.76 10.76
O -3.39 9.43 10.48
O -5.05 11.01 11.38
O -2.99 10.40 12.88
C -8.09 11.72 9.59
C -8.69 10.53 8.92
O -7.81 9.39 9.10
O -6.75 11.86 9.18
H -8.17 11.75 10.68
H -8.65 12.62 9.26
H -8.76 10.76 7.85
H -9.66 10.28 9.36
H -8.18 8.65 8.60
H -6.30 12.47 9.79
C -4.18 7.04 12.20
C -5.63 7.02 11.78
O -5.95 8.31 11.35
O -3.37 7.53 11.21
H -3.90 5.99 12.42
H -4.11 7.62 13.15
H -6.25 6.68 12.62
H -5.70 6.30 10.95
H -6.29 8.84 12.07
H -3.64 8.55 10.93
C -5.78 7.54 6.93
O -5.46 7.58 8.30
H -5.60 6.56 6.48
H -6.83 7.83 6.73
H -5.16 8.26 6.39
H -5.28 6.68 8.58
```

Values from the calculation:
charge	-2
relative energy (zero: lowest compared OMol25 entry of this formula, charge and spin)	0.000	eV
multiplicity	3

9.
The following is a DFT calculation (ωB97M-V with the def2-TZVPD basis set) of a molecular structure, C5H18BeNO at a distorted geometry.

```
26
Properties=species:S:1:pos:R:3
C -1.15 -1.53 -1.39
Be 0.26 1.07 -0.12
N 1.38 1.10 -1.39
H -0.91 -1.40 -0.33
H -1.08 1.17 -0.29
H -2.19 -1.85 -1.49
H -0.49 -2.26 -1.86
H -1.05 -0.56 -1.89
H 2.16 0.47 -1.14
H 1.79 2.03 -1.56
H 1.01 0.77 -2.29
C -0.57 1.60 2.97
C 0.59 2.01 2.10
O 1.03 0.86 1.19
C 1.50 -0.38 1.97
C 2.68 0.01 2.81
H -1.39 1.14 2.39
H -0.98 2.49 3.44
H -0.25 0.93 3.78
H 0.32 2.80 1.39
H 1.47 2.28 2.69
H 0.63 -0.70 2.56
H 1.73 -1.12 1.19
H 2.44 0.76 3.57
H 3.09 -0.85 3.34
H 3.50 0.41 2.20
```

Values from the calculation:
charge	-1
relative energy (zero: lowest compared OMol25 entry of this formula, charge and spin)	0.000	eV

10.
The following is a DFT calculation (ωB97M-V with the def2-TZVPD basis set) of a molecular structure, C5H18ClN6O4V at a distorted geometry.

```
35
Properties=species:S:1:pos:R:3
V -0.79 -0.67 3.41
Cl -0.04 -0.16 1.12
C 3.44 2.41 1.39
C 3.74 1.19 0.49
O 3.11 0.09 1.04
H 2.45 2.31 1.83
H 3.61 3.38 0.93
H 4.12 2.24 2.24
H 4.82 1.10 0.35
H 3.28 1.36 -0.49
H 2.15 0.15 1.06
C 0.28 3.01 -1.93
O 0.29 3.85 -2.80
N 0.57 1.78 -2.10
N 0.13 3.22 -0.66
H 1.24 1.61 -2.83
H 0.58 1.24 -1.24
H 0.18 2.40 -0.07
H -0.12 4.15 -0.35
C -0.48 -2.47 -2.23
O -0.47 -3.17 -3.18
N -1.15 -1.39 -2.18
N 0.20 -2.57 -1.13
H -0.96 -0.74 -1.43
H -1.68 -1.12 -2.99
H 0.12 -1.87 -0.41
H 0.83 -3.35 -1.00
C -3.37 -2.11 2.11
O -2.61 -1.74 3.02
N -3.12 -1.78 0.89
N -4.45 -2.89 2.10
H -2.32 -1.20 0.66
H -3.80 -2.03 0.19
H -4.88 -3.09 1.21
H -4.87 -3.18 2.97
```

Values from the calculation:
charge	+1
multiplicity	4

11.
The following is a DFT calculation (ωB97M-V with the def2-TZVPD basis set) of 3 unconnected molecules or ions with the total composition C5H18N2O2S at a distorted geometry.

```
28
Properties=species:S:1:pos:R:3
C -0.88 0.04 3.09
N 0.53 0.24 2.70
C 0.99 -0.54 1.48
C 1.09 0.30 0.24
C 1.64 -0.73 -0.78
S 1.46 -0.23 -2.55
N -0.27 0.90 -0.01
C -0.32 2.37 0.03
H -1.55 0.81 2.67
H -1.30 -0.97 2.98
H -0.91 0.13 4.22
H 0.74 1.26 2.62
H 2.09 -0.77 1.74
H 0.36 -1.48 1.45
H 1.82 1.18 0.21
H 1.25 -1.75 -0.77
H 2.72 -0.78 -0.58
H 0.23 -0.81 -2.88
H -0.55 0.56 -0.95
H 0.08 2.73 1.02
H -1.38 2.76 -0.14
H 0.13 2.84 -0.83
O -1.57 -1.27 -1.88
H -1.91 -0.86 -1.06
H -2.30 -1.76 -2.20
O -2.84 -0.58 0.39
H -2.25 0.10 0.73
H -2.49 -1.28 0.94
```

Values from the calculation:
structure (SMILES)	CNC[C@@H](CS)NC.O.O
charge	0
relative energy (zero: lowest compared OMol25 entry of this formula, charge and spin)	1.468	eV

12.
The following is a DFT calculation (ωB97M-V with the def2-TZVPD basis set) of 4 unconnected molecules or ions with the total composition C5H18N2O4 at a distorted geometry.

```
29
Properties=species:S:1:pos:R:3
C 1.14 1.85 1.23
C 0.36 1.96 -0.08
C -0.43 0.70 -0.51
N -1.89 1.07 -0.65
C -0.01 0.16 -1.90
N 0.69 -1.11 -1.84
C 2.04 -1.09 -1.76
O 2.71 -0.10 -1.94
H 2.11 1.34 1.19
H 0.61 1.23 1.97
H 1.23 2.83 1.70
H -0.29 2.79 -0.04
H 1.10 2.13 -0.84
H -0.54 -0.15 0.16
H -2.01 1.86 -1.29
H -2.15 1.46 0.25
H 0.66 0.86 -2.40
H -0.90 0.11 -2.53
H 0.15 -1.90 -1.53
H 2.48 -2.05 -1.46
O -3.73 1.98 2.74
H -3.21 2.32 3.47
H -4.02 2.72 2.21
O -1.09 -3.53 1.53
H -1.01 -4.40 1.94
H -1.97 -3.63 1.14
O 1.27 -1.34 1.26
H 2.22 -1.21 1.35
H 1.07 -2.28 1.19
```

Values from the calculation:
structure (SMILES)	CC[C@@H](N)CNC=O.O.O.O
charge	0
relative energy (zero: lowest compared OMol25 entry of this formula, charge and spin)	1.662	eV

How do the records compare in molar mass? In the order shown, they have 153.2 155.2 155.2 155.2 187.3 171.2 171.2 374.6 117.2 312.6 170.3 170.2 g mol⁻¹.
How do the records compare in total energy? In the order shown, they have -14579.6313 -15140.4460 -15140.5904 -15139.6613 -25977.3790 -17188.0246 -17178.8283 -38700.8323 -9413.2294 -60810.9395 -23385.9281 -16646.7847 eV.